No. 1
C23H30N5NdO2S6 as an isolated structure at a distorted geometry, computed with ωB97M-V/def2-TZVPD.

Calculated values
Highest occupied orbital energy (spin up / spin down) ... -5.059 / -5.060 eV
Total energy ... -4269.29411 hartree
Largest force on an atom ... 4.82 eV Å⁻¹
Gap between HOMO and LUMO (spin up / spin down) ... 3.6 / 3.6 eV

```
! RIJCOSX wB97M-V def2-TZVPD def2/J DEFGRID3
* xyz 0 4
Nd 0.99 -0.53 0.16
C 1.39 3.09 0.07
C 2.08 2.60 1.32
N 2.70 1.22 1.28
C 4.01 1.25 0.56
C 4.20 0.21 -0.60
N 3.04 0.08 -1.56
C 2.75 1.30 -2.36
C 1.33 1.96 -2.14
N 0.77 2.06 -0.80
H 0.60 3.78 0.36
H 2.16 3.67 -0.56
H 2.94 3.30 1.59
H 1.25 2.49 2.02
H 2.75 0.73 2.18
H 4.02 2.25 0.14
H 4.87 1.12 1.25
H 5.15 0.47 -1.15
H 4.34 -0.77 -0.10
H 3.33 -0.64 -2.18
H 3.56 1.98 -2.17
H 2.76 1.04 -3.44
H 1.37 3.00 -2.60
H 0.64 1.43 -2.80
H -0.23 2.15 -0.97
S 5.39 -7.29 1.03
C 4.60 -5.85 0.92
S 3.86 -5.36 -0.66
C 3.19 -3.81 -0.19
C 3.44 -3.46 1.18
S 2.86 -1.98 1.93
S 4.38 -4.62 2.11
S 2.41 -3.00 -1.47
C -2.06 1.50 3.00
C -1.40 0.40 2.36
O -0.29 0.55 1.69
C -1.83 -0.98 2.70
C -3.01 -1.17 3.41
C -3.35 -2.40 3.90
C -2.60 -3.48 3.51
C -1.66 -3.44 2.47
C -1.17 -2.17 2.03
O -0.39 -2.11 1.02
H -1.69 2.53 2.71
H -1.80 1.45 4.05
H -3.16 1.58 2.92
H -3.63 -0.30 3.52
H -4.16 -2.54 4.61
H -2.89 -4.49 3.87
H -1.24 -4.35 1.95
C -4.45 0.72 -4.72
C -3.62 0.70 -3.50
C -3.87 1.41 -2.33
C -3.13 1.27 -1.20
N -2.07 0.43 -1.19
C -1.70 -0.15 -2.33
S -0.32 -1.19 -2.54
N -2.51 -0.11 -3.47
C -3.46 2.05 0.02
H -3.99 0.14 -5.55
H -4.50 1.76 -5.05
H -5.42 0.31 -4.60
H -4.76 2.01 -2.26
H -2.13 -0.62 -4.26
H -4.23 1.56 0.62
H -3.85 3.02 -0.30
H -2.58 2.25 0.60
*
```

---

No. 2
C24H52NO16P as an isolated structure at a distorted geometry, computed with ωB97M-V/def2-TZVPD.

Calculated values
Highest occupied orbital energy ... 0.779 eV
Total energy ... -2545.02112 hartree
Largest force on an atom ... 15.89 eV Å⁻¹
Gap between HOMO and LUMO ... 2.8 eV
Energy relative to the best compared isomer or geometry (same formula, charge and spin) ... 7.6985 eV

```
! RIJCOSX wB97M-V def2-TZVPD def2/J DEFGRID3
* xyz -2 1
N -32.22 -13.28 84.38
H -32.19 -12.97 85.14
H -32.94 -13.41 83.64
H -31.75 -14.06 84.15
H -31.70 -12.65 84.01
P -31.55 -14.08 81.30
O -32.39 -15.14 81.98
O -32.19 -12.74 81.64
O -31.37 -14.43 79.91
O -30.29 -14.08 82.02
O -27.69 -9.33 82.34
C -28.53 -9.84 81.59
O -28.75 -9.50 80.33
C -27.99 -8.64 79.51
C -28.37 -8.74 78.06
C -29.46 -10.82 82.11
H -26.92 -8.90 79.83
H -28.01 -7.60 80.03
H -29.43 -8.82 77.87
H -28.26 -9.75 77.65
H -27.60 -8.22 77.38
H -29.55 -11.67 81.36
H -30.43 -10.46 82.39
H -29.31 -11.45 83.13
O -30.47 -19.47 83.30
C -30.45 -19.16 84.43
O -31.30 -18.25 85.05
C -32.30 -17.60 84.24
C -33.40 -17.08 85.12
C -29.57 -19.69 85.49
H -32.76 -18.52 83.59
H -31.66 -16.65 83.64
H -34.35 -16.77 84.48
H -33.23 -16.13 85.75
H -33.70 -17.86 85.67
H -29.53 -20.82 85.56
H -29.74 -19.26 86.40
H -28.60 -19.48 85.19
O -29.89 -16.53 87.53
C -30.28 -15.66 86.62
O -31.33 -14.82 86.76
C -32.10 -14.90 87.95
C -33.43 -14.25 87.83
C -29.51 -15.39 85.43
H -31.60 -14.49 88.79
H -32.43 -15.97 88.22
H -34.07 -14.40 88.68
H -33.93 -14.41 86.83
H -33.22 -13.13 87.69
H -29.37 -14.35 85.05
H -29.76 -16.00 84.69
H -28.38 -15.57 85.62
O -30.87 -11.34 86.35
C -29.89 -10.90 87.08
O -29.15 -9.85 86.93
C -29.24 -9.22 85.61
C -28.11 -8.20 85.38
C -29.69 -11.51 88.43
H -29.83 -8.55 85.62
H -29.39 -9.97 84.86
H -28.21 -7.46 84.38
H -27.20 -8.52 85.30
H -28.12 -7.49 86.17
H -29.36 -12.41 88.46
H -30.48 -11.30 89.01
H -28.80 -10.90 88.78
O -32.73 -8.26 84.34
C -33.50 -9.07 84.83
O -33.86 -9.20 86.06
C -33.26 -8.33 87.08
C -33.43 -9.00 88.40
C -33.95 -10.21 83.96
H -33.73 -7.38 87.01
H -32.22 -8.36 86.86
H -34.56 -9.09 88.75
H -32.87 -8.36 89.25
H -32.87 -9.76 88.66
H -34.07 -11.11 84.60
H -33.26 -10.45 83.17
H -34.92 -9.92 83.45
O -35.66 -12.22 83.07
C -34.89 -13.23 83.02
O -34.77 -14.17 83.96
C -35.37 -14.06 85.25
C -35.06 -15.35 85.88
C -34.23 -13.57 81.74
H -36.46 -13.82 85.15
H -34.97 -13.19 85.97
H -35.30 -15.27 87.05
H -33.92 -15.76 85.96
H -35.70 -16.13 85.57
H -34.91 -13.89 81.14
H -33.38 -14.32 81.99
H -33.67 -12.81 81.16
*
```

---

No. 3
A 7-piece molecular cluster, C25H42O21 overall at a distorted geometry, computed with ωB97M-V/def2-TZVPD.

Calculated values
Highest occupied orbital energy ... -9.287 eV
SMILES string ... C[C@H]1COC(=O)O1.C[C@H]1COC(=O)O1.C[C@H]1COC(=O)O1.C[C@H]1COC(=O)O1.COC(=O)OC.COC(=O)OC.COC(=O)OC
Total energy ... -2557.59704 hartree
Largest force on an atom ... 17.20 eV Å⁻¹
Gap between HOMO and LUMO ... 9.5 eV
Energy relative to the best compared isomer or geometry (same formula, charge and spin) ... 9.3151 eV

```
! RIJCOSX wB97M-V def2-TZVPD def2/J DEFGRID3
* xyz 0 1
C -9.89 -5.30 -25.32
C -10.03 -5.20 -23.86
C -8.95 -5.97 -23.07
O -8.46 -5.10 -22.12
C -9.08 -3.91 -22.26
O -8.82 -2.95 -21.56
O -10.01 -3.94 -23.28
H -10.07 -6.21 -25.64
H -8.91 -4.97 -25.59
H -10.75 -4.72 -25.78
H -10.96 -5.68 -23.54
H -8.10 -6.44 -23.54
H -9.34 -6.86 -22.56
C -9.71 4.11 -20.97
C -10.49 3.39 -22.05
C -11.41 4.23 -22.95
O -10.84 4.10 -24.27
C -9.76 3.26 -24.21
O -9.05 3.06 -25.16
O -9.59 2.79 -23.05
H -8.64 3.92 -20.94
H -10.22 4.00 -19.98
H -9.86 5.17 -21.20
H -11.08 2.55 -21.65
H -11.54 5.29 -22.66
H -12.37 3.86 -22.91
C -12.42 -2.58 -20.54
C -12.08 -1.06 -20.49
C -11.13 -0.68 -21.62
O -11.90 0.04 -22.48
C -13.18 0.31 -21.92
O -13.98 1.02 -22.45
O -13.22 -0.26 -20.73
H -13.23 -2.59 -19.85
H -11.57 -3.16 -20.22
H -12.66 -2.98 -21.54
H -11.78 -0.81 -19.56
H -10.71 -1.57 -22.11
H -10.27 -0.12 -21.27
C -8.39 -0.15 -23.91
C -7.75 -0.79 -25.03
C -8.62 -1.90 -25.69
O -8.67 -1.44 -26.99
C -8.03 -0.40 -27.21
O -7.93 0.10 -28.30
O -7.41 0.01 -26.19
H -8.83 -0.82 -23.20
H -9.22 0.45 -24.32
H -7.71 0.58 -23.44
H -6.89 -1.20 -24.63
H -9.50 -2.17 -25.17
H -7.94 -2.74 -25.68
C -13.03 -2.92 -24.90
O -12.12 -1.83 -25.22
C -12.49 -0.58 -25.38
O -13.82 -0.20 -25.08
O -11.77 0.18 -25.86
C -12.10 1.55 -26.06
H -12.81 -3.51 -23.98
H -13.25 -3.74 -25.58
H -13.93 -2.52 -24.88
H -12.05 1.94 -25.05
H -13.17 1.58 -26.46
H -11.37 2.10 -26.61
C -15.33 -4.37 -19.27
O -16.05 -3.38 -19.96
C -15.81 -3.09 -21.24
O -15.05 -3.98 -22.06
O -16.43 -2.08 -21.79
C -16.04 -1.76 -23.11
H -15.73 -4.61 -18.33
H -14.24 -4.18 -19.03
H -15.21 -5.20 -19.89
H -14.95 -1.66 -22.98
H -16.60 -0.93 -23.56
H -16.24 -2.70 -23.66
C -10.39 -9.05 -23.95
O -11.22 -8.12 -23.30
C -12.31 -7.77 -23.96
O -12.71 -8.47 -25.13
O -13.17 -6.81 -23.36
C -14.41 -6.52 -24.06
H -10.71 -10.08 -23.93
H -9.53 -9.15 -23.24
H -10.12 -8.71 -24.97
H -14.71 -7.44 -24.54
H -14.40 -5.80 -24.87
H -15.21 -6.18 -23.41
*
```

---

No. 4
A 5-piece molecular cluster, C4H19NO5 overall at a distorted geometry, computed with ωB97M-V/def2-TZVPD.

Calculated values
Highest occupied orbital energy ... -9.297 eV
SMILES string ... COC[C@H](C)N.O.O.O.O
Total energy ... -594.72870 hartree
Largest force on an atom ... 1.46 eV Å⁻¹
Gap between HOMO and LUMO ... 9.7 eV
Energy relative to the best compared isomer or geometry (same formula, charge and spin) ... 0.8737 eV

```
! RIJCOSX wB97M-V def2-TZVPD def2/J DEFGRID3
* xyz 0 1
O -8.85 5.85 3.08
H -9.42 6.46 2.57
H -8.28 6.43 3.59
O -11.50 5.07 4.06
H -11.65 4.13 4.26
H -10.55 5.20 4.16
O -12.53 2.33 4.15
H -12.88 2.07 5.01
H -11.73 1.80 4.03
O -14.31 5.84 4.47
H -13.36 5.79 4.28
H -14.55 4.95 4.75
C -8.42 10.43 0.31
C -8.77 9.16 -0.48
C -10.08 8.50 -0.04
O -9.92 8.02 1.28
C -11.18 7.68 1.85
N -8.73 9.36 -1.92
H -8.00 10.13 1.27
H -9.22 11.16 0.43
H -7.58 10.94 -0.19
H -7.96 8.49 -0.17
H -10.29 7.70 -0.76
H -10.90 9.23 -0.06
H -11.76 8.61 1.94
H -11.05 7.22 2.83
H -11.77 7.06 1.18
H -7.92 9.91 -2.18
H -8.72 8.45 -2.36
*
```

---

> Among the records above, which one has the highest total energy?

C4H19NO5